No. 1
The following is a DFT calculation (the ωB97M-V functional and the def2-TZVPD basis) of 4 unconnected molecules or ions with the total composition H7O4 at a distorted geometry.

XYZ file:
```
11
Properties=species:S:1:pos:R:3:forces:R:3
H -0.0561 -0.0004 1.6575 -0.143 0.066 1.007
H -2.4177 -0.4283 -0.7795 -0.389 -0.395 -0.384
H 0.4480 -1.5020 0.1442 -0.209 1.298 0.530
O 1.4577 1.9476 -0.2089 -0.170 1.165 -0.983
O 0.0289 -0.0107 0.7201 -0.136 -0.145 -1.263
H 1.7091 -2.0255 -0.5655 0.266 0.324 -0.059
O -2.3580 0.3748 -0.2695 1.763 -0.090 0.458
H -1.3386 0.2332 0.0750 -1.342 0.506 0.168
H 0.9606 1.1552 0.1145 -0.396 -0.423 0.457
H 0.7858 2.4389 -0.7296 0.676 -0.552 0.577
O 0.8600 -2.2956 -0.2312 0.080 -1.755 -0.508
```
Forces are in eV/Å.

Its largest force on an atom is 1.83 eV/Å. Its energy relative to the best compared isomer or geometry (same formula, charge and spin) is 0.032 eV. The value obtained for the HOMO energy is -5.1 eV. The total energy comes out at -305.20927 hartree. The total charge is -1. As for the multiplicity: 1. The calculation puts the HOMO-LUMO gap at 9.73 eV.

No. 2
The following is a DFT calculation (the ωB97M-V functional and the def2-TZVPD basis) of a molecular structure, C13H21N3OPtS5.

XYZ file:
```
44
Properties=species:S:1:pos:R:3:forces:R:3
H 3.2058 1.3153 0.6049 -0.040 -0.040 -0.082
C -0.3917 2.7086 -1.6509 0.155 -0.289 0.196
H -1.2900 -3.6075 -2.2603 0.056 0.033 0.029
N -1.0953 -3.8766 -0.2069 0.300 0.748 0.085
O 0.0818 0.6275 2.6109 -0.009 -0.215 -0.209
N 0.8583 1.5253 4.5172 -0.074 -0.090 -0.007
H -1.9852 -1.2223 1.2095 -0.022 -0.037 -0.021
N -0.2974 -1.5654 0.0279 0.087 -0.242 -0.032
H 1.6017 1.9698 5.0279 0.035 0.021 -0.008
H -1.9142 -0.9686 -1.1544 -0.017 -0.028 -0.009
S -0.6916 4.2440 -4.0507 -0.014 -0.140 0.294
H 2.2781 2.6405 2.3882 -0.024 0.010 0.012
H 1.4233 -2.3770 0.8901 -0.018 -0.049 0.007
C -1.7563 4.2348 0.0453 -0.421 -0.126 0.596
H 2.8448 -0.2210 1.4465 0.131 0.051 0.019
S -0.8219 2.7370 0.0475 -0.200 0.553 -0.490
Pt 0.6393 0.5731 0.2763 0.258 0.270 -0.198
H -0.4533 -1.4169 -2.0519 0.001 -0.042 -0.010
S 0.5771 1.3921 -2.1155 -0.178 -0.076 0.434
C -1.6073 -3.4021 1.0493 -0.255 -0.478 0.110
H -0.5548 -1.7493 2.0963 0.000 -0.048 -0.014
C -1.1276 -1.8914 1.1824 0.151 0.287 -0.025
C 2.5162 0.8042 1.2713 -0.138 -0.222 0.124
H -1.2137 -4.0073 1.8638 0.051 0.038 -0.026
C 0.3723 3.0458 -4.8713 -0.001 -0.066 0.123
C 2.3033 1.5622 2.5671 -0.103 -0.123 -0.034
H -0.0777 2.0586 -4.8622 0.004 -0.023 -0.046
H 3.1258 1.3771 3.2650 0.014 0.079 0.011
H 0.4405 3.4123 -5.8943 -0.041 0.032 0.006
C 0.8567 -2.4570 -0.0354 -0.036 0.373 0.066
H 1.4933 -2.1741 -0.8718 -0.021 -0.065 -0.028
S -1.8678 4.9325 -1.5400 0.170 -0.078 -0.146
H 1.3623 3.0315 -4.4251 0.007 0.008 0.013
C -0.8825 3.7764 -2.4055 -0.093 0.500 -0.354
H 0.6777 -4.3660 -1.1729 -0.018 0.080 -0.017
C -1.6264 -3.1552 -1.3291 -0.287 -0.440 -0.185
C -1.0796 -1.6657 -1.1984 0.140 0.186 0.140
H -2.6944 -3.4608 1.0572 0.019 0.051 -0.039
H -2.7143 -3.1712 -1.2992 0.024 0.042 0.043
H -0.0044 1.3359 5.0013 -0.045 -0.002 -0.021
C 0.9965 1.1911 3.2377 0.224 0.164 0.095
H 0.6873 -4.5852 0.5874 0.000 0.070 0.026
S -2.5296 4.7981 1.3506 0.304 -0.029 -0.354
C 0.3352 -3.9530 -0.2259 -0.073 -0.650 -0.071
```
Forces are in eV/Å.

Its largest force on an atom is 0.81 eV/Å. Its energy relative to the best compared isomer or geometry (same formula, charge and spin) is 0.000 eV. The value obtained for the HOMO energy (spin up / spin down) is -12.9 / -14.0 eV. The total energy comes out at -2857.03284 hartree. The total charge is +2. As for the multiplicity: 5. The calculation puts the HOMO-LUMO gap (spin up / spin down) at 7.38 / 4.49 eV. Its expectation value of S² is 6.03.

No. 3
The following is a DFT calculation (the ωB97M-V functional and the def2-TZVPD basis) of C4H11NO2 in the gas phase at a distorted geometry.

XYZ file:
```
18
Properties=species:S:1:pos:R:3:forces:R:3
H -0.7755 2.2152 -0.1612 -1.305 1.060 0.829
H -0.1309 -1.8288 -1.7275 1.518 0.997 -1.627
H 1.6302 -0.3261 -0.1730 2.443 1.244 0.797
H 0.6486 1.9467 -1.0485 -0.509 -0.768 1.013
H -0.3530 0.2829 2.3519 -0.768 -0.530 -1.990
H -0.3859 -1.3214 1.6065 0.593 0.772 -0.521
O -2.1142 -0.4524 1.6636 -2.719 0.666 -1.524
C 0.1105 1.6540 -0.0864 1.276 -2.027 -2.031
H 1.6282 -1.9757 -2.0027 0.482 -0.284 0.412
N 0.8353 -0.8159 -0.4005 -1.793 0.319 -0.103
C 0.8743 -1.2409 -1.7776 -2.500 -0.357 -0.632
H -2.5107 -0.7641 0.8160 0.034 0.220 1.133
C -0.7824 -0.2931 1.4121 3.611 -1.151 2.129
O 1.0413 1.9792 0.9277 -0.448 -0.601 1.197
H -1.2493 -0.2667 -0.5359 1.278 1.081 -0.799
H 0.8226 1.5396 1.7990 0.020 0.761 -1.610
H 0.9987 -0.4360 -2.5980 -0.745 -0.958 1.183
C -0.2876 0.1034 -0.0655 -0.468 -0.444 2.145
```
Forces are in eV/Å.

Its largest force on an atom is 4.35 eV/Å. Its energy relative to the best compared isomer or geometry (same formula, charge and spin) is 3.289 eV. As for the structure (SMILES): CNC(CO)CO. The value obtained for the HOMO energy is -9.1 eV. The total energy comes out at -364.14732 hartree. The total charge is 0. As for the multiplicity: 1. The calculation puts the HOMO-LUMO gap at 9.90 eV.

No. 4
The following is a DFT calculation (the ωB97M-V functional and the def2-TZVPD basis) of 3 unconnected molecules or ions with the total composition C17H28F6N4O5 at a distorted geometry.

XYZ file:
```
60
Properties=species:S:1:pos:R:3:forces:R:3
H 2.6781 -0.3083 -0.2599 -0.335 -0.461 -0.093
H 2.1983 -5.7800 -4.4940 -0.010 0.046 -0.024
C 0.0567 3.4298 3.4232 0.980 -0.048 0.356
H -4.0964 0.5870 -0.4084 -0.148 0.146 -0.148
N -2.1328 0.9629 1.6917 0.544 0.466 0.039
H 3.2474 -1.3941 1.8777 0.434 -0.269 0.238
C -6.5487 0.1148 -3.9727 -0.202 0.178 -0.510
C -3.3055 -1.1947 -1.2531 0.031 -0.251 -0.439
C 3.6373 0.5316 2.3705 -0.342 -0.335 -2.271
O -5.0845 0.2202 -2.1475 -0.189 0.028 -0.185
O 3.7601 0.5392 3.5413 0.041 0.234 2.615
O 2.5340 -3.7390 -1.0881 -0.090 0.156 0.550
H 3.5907 1.7373 -0.6413 0.493 0.129 -0.688
H 2.4415 -3.4652 -3.5375 -0.002 0.017 0.214
C 0.4312 -3.0352 -0.1198 -0.837 0.146 0.997
H 3.0776 4.3132 3.5122 0.093 0.116 0.400
C 1.1900 4.0043 2.5598 0.018 -0.651 0.507
H 2.4851 2.6824 3.7166 0.027 -0.243 0.243
N 3.7998 -0.6046 1.5739 -0.866 -0.043 -0.316
H 2.2660 -5.8449 -2.7292 0.080 0.052 -0.040
H -2.4806 0.4406 2.4903 0.118 -0.184 -0.063
H 3.2530 3.7127 1.0092 0.194 0.293 -0.312
H -0.7172 4.1602 3.5801 -0.540 -0.077 -0.255
H -5.2114 -0.7712 -0.3188 -0.108 -0.059 -0.171
C -1.6328 2.2333 2.1980 -0.126 -1.371 -0.310
F -7.4310 1.0550 -3.5868 0.218 -0.215 -0.044
H 0.7177 -6.0034 -3.5452 -0.015 0.036 -0.111
C 3.6802 -0.2575 0.1455 1.221 0.061 0.899
H 0.2307 1.6799 2.4021 0.061 -0.425 0.398
H -2.5820 -0.6893 -1.8949 0.039 0.074 0.112
C 3.2766 1.6461 1.4059 1.051 0.740 0.824
F 0.9537 -3.2170 1.0942 0.329 -0.061 -0.288
C 1.3677 -3.5152 -1.2331 0.519 -0.196 -0.886
F -0.7470 -3.6745 -0.1334 0.238 0.003 -0.282
H -1.3201 0.4710 1.3293 -0.206 -0.424 0.049
F 0.1672 -1.7175 -0.2337 0.200 -0.078 -0.295
H 2.1965 1.5317 1.2722 -0.116 -0.293 -0.577
H -3.6272 -2.0937 -1.7797 -0.058 -0.030 0.095
H 5.1328 1.4021 0.2094 0.387 0.144 0.261
C 1.4894 -3.9936 -3.5306 0.221 -0.264 -0.522
O 0.7133 -3.6034 -2.3798 -0.385 0.242 0.253
C 4.0751 1.2162 0.1732 -2.264 -0.070 -0.404
H 0.9199 -3.6598 -4.3952 -0.169 0.090 0.157
C 2.5777 3.4950 3.0107 0.135 0.300 -0.528
H 1.1718 5.0741 2.6915 -0.046 0.451 -0.304
F -7.1855 -0.7581 -4.7568 0.152 0.184 0.227
N -2.2339 3.2970 1.9580 -0.515 1.261 0.005
N -0.4747 2.1407 2.9689 -0.049 0.757 -0.450
O -6.2661 -1.6858 -2.3846 -0.092 0.123 -0.225
C 1.6814 -5.4941 -3.5790 -0.069 -0.100 0.307
F -5.5941 0.7159 -4.7038 -0.231 -0.151 0.186
H -2.8088 -1.4967 -0.3320 -0.023 0.052 0.031
H 0.5078 3.2514 4.3925 -0.050 -0.055 0.402
H 4.5338 3.2057 2.1002 0.298 0.151 0.134
H 4.3898 -0.9093 -0.3362 -0.084 -0.111 -0.834
H 1.0337 3.7666 1.5108 -0.229 0.121 -0.262
H -3.0517 3.0838 1.4011 -0.175 0.052 -0.008
C -5.9523 -0.5880 -2.7427 0.305 -0.107 0.524
C -4.4668 -0.2832 -0.9463 0.344 0.036 0.581
C 3.4877 3.0757 1.8542 -0.198 -0.315 0.243
```
Forces are in eV/Å.

Its largest force on an atom is 2.63 eV/Å. As for the structure (SMILES): [H]/N=C(\N)NCCCC[C@H]1CCNC1=O.CCOC(=O)C(F)(F)F.CCOC(=O)C(F)(F)F. The value obtained for the HOMO energy is -9.5 eV. The total energy comes out at -1859.02999 hartree. The total charge is 0. As for the multiplicity: 1. The calculation puts the HOMO-LUMO gap at 9.75 eV.

No. 5
The following is a DFT calculation (the ωB97M-V functional and the def2-TZVPD basis) of a molecular structure, C23H19N6O4PtS4.

XYZ file:
```
57
Properties=species:S:1:pos:R:3:forces:R:3
C 2.2387 2.4380 -1.0465 0.017 0.008 -0.001
C 2.3801 3.8138 -1.0562 -0.001 -0.012 -0.001
H -1.0974 -4.7800 -1.0134 -0.002 0.003 -0.002
C -0.2582 -4.3475 -0.4881 -0.004 -0.008 -0.001
H -2.3748 7.2919 -1.5005 0.003 0.002 -0.002
H 1.9011 -7.2077 1.6971 0.001 0.009 0.001
H -3.2164 4.5103 0.3601 0.000 0.009 -0.001
H 0.9417 1.8954 1.8959 0.008 0.004 0.008
C -0.0159 -2.9916 -0.5571 -0.014 0.011 -0.030
Pt 1.3700 -0.3177 -0.1146 -0.041 -0.131 -0.111
N -0.7068 -7.0525 -0.4073 0.019 -0.011 0.009
C 0.3284 -6.6127 0.3313 0.013 -0.002 0.009
C 1.6588 -4.5462 0.9147 -0.010 0.002 -0.019
H 0.0201 6.6992 -1.8309 -0.002 0.001 0.001
O -3.4739 -9.3852 -0.5033 -0.032 -0.006 0.032
C -1.5099 1.5024 0.3267 0.018 0.042 -0.019
C 1.8388 -3.1838 0.7906 0.004 -0.011 -0.001
H -0.9003 1.5791 -1.5933 0.016 0.011 0.007
C 1.0660 -7.5149 1.0867 -0.009 -0.012 -0.007
C -0.9049 -8.3160 -0.3342 -0.078 -0.003 -0.066
N 1.0149 -2.4137 0.0690 0.048 0.043 0.062
H -2.9890 3.1194 -1.5825 0.002 -0.005 0.004
N -2.2528 7.4067 0.5481 -0.002 -0.005 0.002
C -0.3786 6.8540 -0.8369 0.016 -0.008 0.000
H -1.9126 7.5260 2.5706 -0.004 -0.002 0.003
O -1.9594 -9.9615 -2.3629 0.017 -0.020 -0.021
C 1.9683 4.5394 0.0527 0.011 0.026 0.052
C 3.1663 -0.6120 -0.9069 -0.048 0.125 0.014
C -0.1054 6.9991 1.5320 -0.017 -0.003 -0.003
H 2.5412 1.8396 -1.8969 -0.003 0.003 0.001
N -0.3305 -9.2723 0.3018 0.047 -0.030 0.046
H 2.6656 -2.6836 1.2757 -0.009 -0.002 0.005
N -1.3043 2.1123 -0.8364 -0.019 -0.028 -0.014
S 2.1586 6.3077 0.0877 -0.008 -0.028 -0.061
C -2.2977 3.9324 0.3125 -0.002 0.018 -0.003
C 0.7014 -8.8553 1.0470 -0.019 0.005 -0.013
C 1.3463 2.4695 1.0740 -0.005 0.000 -0.030
S -2.7087 -8.9875 -1.6401 0.059 0.035 0.024
C -1.4561 7.3229 1.6088 0.014 0.003 0.004
C -2.0502 3.3470 -1.0717 0.002 0.014 -0.010
S -0.9703 -0.0285 0.7467 0.037 -0.059 0.034
H 0.5045 6.9598 2.4242 0.002 0.000 0.003
S -2.4117 2.4953 1.4245 -0.011 -0.013 -0.003
O -2.9548 -7.7150 -2.2345 -0.023 0.003 -0.013
H 1.1532 4.3581 2.0428 -0.004 -0.005 0.005
H 1.2333 -9.6088 1.6135 0.000 0.000 -0.002
O 4.2865 -0.7701 -0.7623 -0.004 -0.088 0.002
C 0.5901 -5.1524 0.2628 0.016 0.026 0.014
H 2.3627 -5.1067 1.5119 -0.001 -0.006 0.004
N 1.7183 1.7730 -0.0112 0.034 0.077 0.072
H 2.7949 4.3092 -1.9228 0.001 -0.003 -0.001
C -1.7112 7.1900 -0.6485 -0.019 -0.006 -0.002
H -1.4642 4.0273 -1.6879 -0.006 -0.002 -0.005
H -0.6589 -2.3346 -1.1255 -0.004 0.000 0.007
C 0.4360 6.7412 0.2822 0.000 0.014 0.024
C 1.4551 3.8414 1.1422 -0.008 0.009 -0.006
H -1.4659 4.5562 0.6385 0.004 0.003 0.000
```
Forces are in eV/Å.

Its largest force on an atom is 0.18 eV/Å. The value obtained for the HOMO energy (spin up / spin down) is -9.3 / -11.8 eV. The total energy comes out at -3229.14193 hartree. The total charge is +1. As for the multiplicity: 3. The calculation puts the HOMO-LUMO gap (spin up / spin down) at 5.70 / 7.19 eV. Its expectation value of S² is 2.02.

No. 6
The following is a DFT calculation (the ωB97M-V functional and the def2-TZVPD basis) of a molecular structure, C30H33BrClN3O6PbS at a distorted geometry.

XYZ file:
```
76
Properties=species:S:1:pos:R:3:forces:R:3
C 4.9139 -0.4856 -2.9528 0.062 -0.066 -0.014
C 4.1828 0.2574 -2.0503 -0.024 -0.017 -0.010
C -0.2571 -2.9091 -2.0022 0.337 -0.179 0.182
H -2.4225 0.1488 -1.0930 -0.046 -0.027 -0.037
H -2.7415 -2.7332 2.3505 0.011 0.019 0.041
H -2.3846 4.7584 -8.3326 0.001 0.062 -0.039
C 2.3567 0.3171 -3.5645 0.179 -0.067 0.160
H -2.0837 1.1922 -5.9822 0.011 -0.144 -0.062
N 2.5506 -1.6034 3.2941 0.101 -0.420 0.343
H -2.1946 2.3286 -8.1816 -0.003 -0.013 -0.063
H -2.5389 -2.4416 -2.7130 0.025 -0.011 -0.052
H -2.2066 4.3684 2.4061 -0.015 -0.010 0.067
C -2.3860 5.1008 -6.2309 0.025 -0.047 0.077
C 0.9597 -3.0830 0.9810 -0.273 -0.050 0.555
H 4.6035 0.5217 -1.0929 0.126 0.072 0.133
H 5.9251 -0.7831 -2.7140 0.038 -0.042 0.049
C 1.1557 -2.8330 -1.4198 -0.254 -0.096 -0.433
O -1.0038 1.9694 -1.2297 -0.002 0.113 -0.035
C -1.6143 3.1672 0.7260 -0.172 0.097 -0.210
H -3.9843 -0.8940 1.2820 0.074 0.054 -0.020
C -2.3411 4.3032 -7.3536 -0.004 0.140 -0.169
C -2.2503 3.9579 -2.9140 -0.070 0.086 -0.494
H -0.2051 -3.4591 -2.9560 0.031 0.055 0.109
H -2.1995 1.8317 -3.2112 -0.032 0.089 0.145
C -2.3257 4.4721 -4.9888 -0.012 -0.920 -0.276
O 1.2586 -2.2555 -0.1371 -0.151 0.240 -0.001
H 1.7527 -2.1898 -2.0723 0.049 -0.117 -0.055
S 2.3930 0.8943 2.0355 0.518 1.077 -0.069
H 2.6195 -0.7056 -5.4228 -0.056 0.002 -0.017
H -2.2057 -0.8171 -3.3497 -0.133 -0.043 0.008
H 4.9271 -1.4018 -4.8972 0.047 -0.068 -0.049
Cl 0.7490 0.8327 -3.9913 -0.307 0.129 -0.170
C -2.2498 -1.7607 2.2300 -0.256 0.177 -0.395
H 2.8649 2.0942 -0.7593 0.024 -0.037 0.220
H -1.1832 -3.3052 0.5745 0.108 -0.131 0.152
H -2.4576 6.1734 -6.3050 -0.023 0.145 0.019
H 1.5691 2.2987 -1.9173 -0.126 0.007 0.048
C -2.2251 4.0537 -1.4614 0.143 -0.274 0.776
H -2.3853 -1.1854 3.1519 -0.113 -0.063 -0.088
H -0.5349 1.2033 3.0990 -0.008 0.076 0.035
C 2.8915 0.7111 -2.3376 -0.148 -0.046 0.073
O -0.8626 -1.9234 2.0552 0.182 0.191 -0.055
Br -3.5885 6.7410 1.3961 0.076 -0.149 -0.094
C -2.9069 -0.9866 1.0759 0.174 -0.069 0.342
C -2.8162 5.1540 -0.8347 0.066 -0.048 0.092
H -3.9039 -0.7318 -1.5596 0.053 0.016 0.015
C 2.1579 1.5531 -1.3827 -0.135 0.120 0.176
H -2.4680 0.0193 1.0268 -0.033 -0.045 0.019
C -1.0007 2.1466 2.8176 -0.026 -0.048 0.340
O -1.0312 2.1361 1.3998 0.042 0.170 -0.462
H -0.3970 2.9700 3.2051 0.002 0.007 -0.095
C -2.8418 -0.8433 -1.2927 0.200 -0.032 -0.264
C -2.1758 2.2648 -6.0569 0.014 -0.115 -0.006
H -3.2848 5.9068 -1.4467 -0.019 0.098 -0.030
C -1.6110 3.0729 -0.6786 -0.154 0.322 0.066
Pb 0.6890 0.3202 0.1098 -0.180 -0.323 -0.613
C 4.3605 -0.8340 -4.1754 -0.076 -0.074 -0.078
O -0.7142 -1.5929 -2.2235 0.058 0.147 0.211
H -0.5149 2.1885 -2.0421 -0.015 0.038 0.137
C -2.2250 3.0616 -4.9262 -0.058 0.647 -0.443
C -2.0960 -1.4697 -2.4760 -0.254 0.139 0.353
H -2.0086 2.2003 3.2386 -0.005 0.001 -0.107
H 1.5929 -3.8384 -1.4039 0.010 0.037 -0.057
N -2.1737 2.7617 -3.5939 0.037 -0.046 0.154
C -2.7891 5.2435 0.5398 -0.118 0.132 -0.070
C -0.5072 -3.1372 1.4171 0.277 -0.166 -0.309
H 1.3217 -4.0957 0.7728 -0.054 -0.005 0.041
C -2.2082 4.2626 1.3335 0.123 -0.117 -0.049
N -2.3452 4.9820 -3.7198 0.056 0.299 0.665
C 2.4681 -0.5812 2.7664 -0.002 -0.239 0.357
C -2.2349 2.9111 -7.2727 -0.006 -0.160 -0.006
H -0.9338 -3.4535 -1.3345 0.053 0.069 -0.105
O -2.6874 -1.6543 -0.1506 0.092 -0.253 0.000
C 3.0657 -0.4441 -4.4736 0.063 -0.032 -0.186
H -0.6035 -3.9691 2.1346 0.002 0.087 -0.127
H 1.5305 -2.6590 1.8155 -0.123 -0.353 -0.250
```
Forces are in eV/Å.

Its largest force on an atom is 1.20 eV/Å. The value obtained for the HOMO energy is -7.4 eV. The total energy comes out at -5403.90015 hartree. The total charge is 0. As for the multiplicity: 1. The calculation puts the HOMO-LUMO gap at 7.35 eV.